Record 1
The following is a DFT calculation (wB97M-V/def2-TZVPD) of C11H22NS as an isolated structure at a distorted geometry.

## Properties
HOMO energy ... -12.665 eV
Strongest force on any atom ... 3.81 eV Å⁻¹
Relative energy (zero: lowest compared OMol25 entry of this formula, charge and spin) ... 495.6 kJ/mol
Net charge ... +1
LUMO ... -3.1 eV
Orbital gap ... 9.615 eV
Multiplicity ... 1

The geometry in XYZ format:
```
35
Properties=species:S:1:pos:R:3:lowdin_charge:R:1
S 0.1112 -1.4389 0.7972 1.04
N 1.8701 0.7679 1.0830 0.12
C 1.5028 -0.0942 -1.3436 -0.44
C 2.3791 -1.2906 -1.2753 -0.10
C -1.9286 -0.6930 -1.5633 -0.24
C 1.0603 0.4824 0.0621 -0.25
C -2.6269 -1.9432 -1.1912 0.02
C -2.2373 1.8571 -1.3921 -0.06
C -1.5906 -1.1963 -0.2273 -0.37
C -2.6397 0.4856 -1.0052 -0.38
C -0.4529 -1.1509 2.4594 -0.35
C 2.1683 1.0214 -2.0221 -0.07
C -2.4093 -0.0348 0.3751 -0.15
H -3.1520 2.5477 -1.2121 0.11
H -0.1715 -2.0165 3.0905 0.05
H -1.7647 0.5911 1.0039 0.10
H -3.7024 0.5253 -1.1768 0.14
H 2.0182 -2.2042 -0.7748 0.06
H 3.3608 -1.0287 -0.8070 0.11
H 0.5424 -0.5056 -1.8267 0.14
H 1.4773 1.7804 -2.1769 0.06
H 2.9622 1.4565 -1.3992 0.10
H -1.7467 1.9312 -2.5074 0.14
H -1.4102 2.3067 -0.7076 0.08
H 2.6768 -1.6358 -2.1827 0.05
H 1.6553 1.4668 1.7383 0.11
H -1.4100 -0.7648 -2.4724 0.13
H 2.6216 0.7693 -3.0322 0.13
H -2.3922 -2.8758 -1.6879 0.11
H 2.8127 0.3537 1.0976 0.14
H -3.5722 -2.1611 -0.8478 0.09
H -0.1092 -0.1765 2.9574 0.08
H 0.1521 1.0208 0.0957 0.08
H -1.6092 -1.2077 2.2908 0.08
H -3.3548 -0.3092 0.8958 0.14
```

---

Record 2
The following is a DFT calculation (wB97M-V/def2-TZVPD) of C40H42ClN15OSScSe2 as an isolated structure.

## Properties
HOMO energy ... -4.640 eV
Strongest force on any atom ... 0.46 eV Å⁻¹
Relative energy (zero: lowest compared OMol25 entry of this formula, charge and spin) ... 0.0 kJ/mol
Net charge ... -1
LUMO ... 1.6 eV
Orbital gap ... 6.265 eV
Multiplicity ... 1

The geometry in XYZ format:
```
103
Properties=species:S:1:pos:R:3:lowdin_charge:R:1
Se 1.6590 -0.7992 2.3045 0.65
Se 2.7623 0.1005 -0.7826 0.75
Sc 0.0574 0.6235 0.5189 0.72
Cl 2.6132 3.5608 -5.7953 0.61
S 1.8958 -3.7758 -1.1594 0.74
O -0.1445 2.1242 -0.8481 -0.17
N -1.0612 -1.4571 0.5532 0.03
N 1.9692 -6.0304 0.2465 -0.20
N 4.1350 2.0111 0.8415 0.13
N -3.0190 0.6179 0.8455 -0.06
N -1.8893 1.2426 1.3039 -0.06
N 1.8452 4.0821 2.3987 -0.06
N 0.6062 2.4239 1.7894 -0.05
N -0.2754 -0.3914 -1.7425 0.06
N -3.5860 2.6533 1.3207 0.03
N 3.7456 -4.6022 0.5956 -0.24
N 5.2320 1.5069 -0.9831 -0.08
N -3.9894 1.4493 0.8633 -0.09
N 1.8629 2.8602 1.9929 -0.09
N 0.5838 4.5142 2.4932 0.04
N -1.5175 3.4920 2.0874 0.15
C 5.7244 3.7710 1.7069 0.00
C 7.6491 4.0431 0.2487 -0.10
C 5.2650 2.8065 0.8248 -0.17
C 6.9294 4.3837 1.3961 -0.10
C 1.5630 4.0853 -3.3385 -0.10
C 0.5876 -2.9218 3.9133 -0.31
C 0.6558 1.4827 -2.9708 -0.18
C -1.9635 -4.2665 -1.6616 -0.05
C 1.3110 1.8402 -4.1583 -0.07
C -0.0799 -3.4772 4.9998 -0.04
C 7.1857 3.0803 -0.6375 -0.02
C 0.9037 3.7612 -2.1785 0.01
C -1.0174 -2.4484 -2.9319 -0.03
C 0.2162 0.1251 -2.8158 -0.11
C -2.2613 -3.9570 0.7823 -0.01
C 0.4447 2.4426 -1.9480 -0.37
C -1.5733 -3.7401 -2.8567 -0.08
C 0.0949 0.7788 4.6556 -0.08
C -0.6745 -2.6898 5.9783 -0.29
C -0.8044 -1.7012 -1.8001 -0.21
C -2.3021 2.4890 1.5685 -0.48
C -0.5905 -1.3129 5.8355 -0.02
C 0.6739 -1.5238 3.7864 -0.55
C 5.9788 2.4747 -0.3267 -0.16
C 1.7670 3.1200 -4.3303 -0.68
C -2.1350 -3.1428 1.8679 -0.02
C -1.5316 -1.8847 1.6998 -0.14
C -0.1460 3.4755 2.1039 -0.47
C -1.8160 -3.5080 -0.4793 -0.16
C 1.1975 -3.8395 2.8888 -0.10
C 0.7951 -6.4955 -0.4625 -0.09
C 4.2319 -3.2273 0.6057 -0.13
C 2.5497 -4.8453 -0.0690 -0.79
C 0.0645 -0.7172 4.7593 -0.30
C -1.2225 -2.2312 -0.5473 -0.17
C 4.8179 -5.5550 0.3405 -0.07
C 5.5732 0.9445 -2.2689 -0.03
C 4.0936 1.2667 -0.2724 -0.64
C -1.3763 -3.3149 7.1542 -0.07
C 2.2867 -6.7765 1.4495 -0.08
H 1.1193 1.1505 4.5828 0.07
H -0.4084 1.1106 3.7487 0.04
H -0.1379 -4.5597 5.0807 0.11
H -0.7757 -2.0565 -3.9096 0.10
H 5.5106 1.7099 -3.0446 0.10
H 5.2919 -5.3509 -0.6288 0.09
H -0.4014 1.2398 5.5106 0.08
H -1.0570 -0.6718 6.5772 0.11
H -2.4783 -3.4324 2.8512 0.11
H 2.2887 -3.7712 2.8888 0.07
H -2.4103 -5.2522 -1.6026 0.11
H 4.8673 0.1493 -2.4932 0.04
H 0.8846 -3.5725 1.8754 0.05
H 7.7376 2.8252 -1.5323 0.10
H -1.9095 -2.5629 7.7361 0.07
H -0.1194 -6.1702 0.0448 0.08
H -1.7046 -4.3056 -3.7706 0.10
H 1.3582 -7.0101 1.9756 0.09
H 3.4349 -2.5473 0.8984 -0.01
H -1.4352 -1.2211 2.5454 0.10
H 6.5848 0.5386 -2.2361 0.09
H 1.9318 5.0909 -3.4955 0.10
H -0.6691 -3.8123 7.8225 0.07
H 5.5755 -5.4648 1.1197 0.09
H 8.5846 4.5460 0.0410 0.09
H 0.8138 -7.5867 -0.4952 0.09
H 5.1497 4.0411 2.5824 0.11
H 2.7923 -7.7196 1.2181 0.08
H 7.3188 5.1487 2.0549 0.10
H 0.7498 4.4957 -1.3986 0.12
H 0.3202 -0.4823 -3.7172 0.12
H 5.0384 -3.1693 1.3387 0.09
H 4.6066 -2.9186 -0.3766 0.07
H 4.4535 -6.5792 0.3323 0.07
H 2.9146 -6.1786 2.1033 0.08
H 1.4715 1.0954 -4.9289 0.11
H -2.1014 -4.0655 6.8326 0.07
H 3.2666 2.1953 1.4199 0.08
H -1.9542 4.3942 2.1706 0.14
H -2.7212 -4.9358 0.8634 0.12
H 0.9102 -4.8728 3.0971 0.06
H 0.7858 -6.0891 -1.4695 0.04
```

---

Record 3
The following is a DFT calculation (wB97M-V/def2-TZVPD) of a 2-piece molecular cluster, C7H7BrN2 overall at a distorted geometry.

## Properties
HOMO energy (alpha / beta) ... -7.824 / -7.824 eV
SMILES ... C=c1[nH]nc/c1=C/Br.C#C
Strongest force on any atom ... 4.28 eV Å⁻¹
Relative energy (zero: lowest compared OMol25 entry of this formula, charge and spin) ... 394.0 kJ/mol
LUMO (alpha / beta) ... -0.2 / -0.2 eV
Orbital gap (alpha / beta) ... 7.665 / 7.666 eV
Multiplicity ... 1

The geometry in XYZ format:
```
17
Properties=species:S:1:pos:R:3:lowdin_charge:R:1
Br 0.0497 2.8441 -1.3054 0.79
N 1.2770 -1.6085 0.9681 0.01
N 1.3142 -0.6220 1.8228 -0.02
C 0.8967 -1.2269 -0.1688 -0.13
C -1.8481 -1.7210 -1.7616 0.01
C 0.6792 0.2302 -0.1542 -0.25
C 0.6436 1.7462 1.9116 0.07
C -2.2887 -0.6724 -2.1479 0.02
C 0.8373 0.6133 1.2166 -0.28
C 0.3183 1.0341 -1.2311 -0.59
H 0.9796 -0.8633 2.8151 0.18
H 0.4255 0.4397 -2.1190 0.05
H 0.7147 -1.9508 -0.8812 0.08
H -1.4365 -2.4412 -1.1448 0.00
H 0.2959 2.6462 1.3245 0.02
H -2.5384 0.1937 -2.6462 0.01
H 0.8100 1.7621 2.9381 0.04
```

---

Record 4
The following is a DFT calculation (wB97M-V/def2-TZVPD) of an isolated molecule of C2H6Se2 at a distorted geometry.

## Properties
HOMO energy ... -8.848 eV
SMILES ... [SeH]CC[SeH]
Strongest force on any atom ... 5.43 eV Å⁻¹
Relative energy (zero: lowest compared OMol25 entry of this formula, charge and spin) ... 17.2 kJ/mol
LUMO ... 0.6 eV
Orbital gap ... 9.466 eV
Multiplicity ... 1

The geometry in XYZ format:
```
10
Properties=species:S:1:pos:R:3:lowdin_charge:R:1
Se -2.3926 -0.1255 0.0311 0.70
Se 2.3710 0.0513 -0.0880 0.73
C 0.6057 -0.6793 0.2522 -0.63
C -0.4886 0.5434 -0.0744 -0.60
H 0.3091 -1.1076 1.1065 -0.01
H 2.2778 1.4906 0.4434 -0.13
H 0.3972 -1.5284 -0.3914 0.04
H -2.1676 -0.9950 -1.1507 -0.17
H -0.3145 1.2694 0.7741 0.06
H -0.1895 1.0054 -0.9603 0.00
```

---

> Number 4 is which compound?

C2H6Se2